(1)
{"formula": "C8H5F3O3", "method": "wB97M-V/def2-TZVPD", "symbols": ["O", "C", "C", "C", "C", "C", "C", "F", "C", "F", "F", "C", "O", "O", "H", "H", "H", "H", "H"], "positions_angstrom": [[0.4044, 4.2829, 1.7501], [0.5253, 3.1445, 1.0187], [-0.7437, 2.1781, 0.5328], [-0.2919, 1.0623, -0.3429], [-1.2163, -0.1255, -0.9883], [-1.1679, -1.5597, -0.1991], [0.2194, -1.8650, 0.6174], [0.2845, -1.3531, 2.0327], [1.3695, -2.6526, 0.0370], [2.8018, -2.3562, 0.3635], [1.1678, -3.7761, -0.9533], [1.3076, 1.4074, -0.4360], [2.0930, 0.8049, -1.3516], [1.7431, 2.4573, 0.5334], [-1.8015, 2.4830, 0.9297], [-2.3458, 0.2557, -0.9156], [-0.9900, -0.2567, -2.1489], [-2.0764, -1.7209, 0.5475], [-1.2827, -2.4103, -1.0269]], "charge": 0, "smiles": "O=C1C=C(CCC(F)=C(F)F)C(=O)O1", "gap_ev": 8.34, "lumo_ha": -0.066, "total_energy_ha": -832.82740}

***

(2)
{"formula": "C8H5N2O2P", "method": "wB97M-V/def2-TZVPD", "symbols": ["C", "C", "C", "C", "C", "C", "C", "C", "N", "N", "O", "O", "P", "H", "H", "H", "H", "H"], "positions_angstrom": [[-1.0620, 1.9764, 1.2052], [-0.9934, 2.5251, -0.0966], [-0.6105, 0.7157, 1.4476], [-0.4799, 1.8176, -1.1376], [-0.0782, -0.0585, 0.3920], [0.4280, -1.3422, 0.5290], [-0.0193, 0.4863, -0.9455], [0.8679, -1.4528, -1.8789], [0.4316, -0.1942, -1.9795], [0.8708, -1.9895, -0.5270], [1.2579, -2.1690, -2.7634], [1.3448, -3.5977, 1.8212], [0.6947, -2.3916, 2.2962], [-1.4784, 2.5703, 2.0037], [-1.3547, 3.5283, -0.2516], [-0.6530, 0.2840, 2.4378], [-0.4207, 2.2196, -2.1350], [1.2544, -2.9275, -0.4176]], "charge": 0, "smiles": "O=Pc1[nH]c(=O)nc2ccccc12", "gap_ev": 6.11, "lumo_ha": -0.082, "total_energy_ha": -909.20212}

***

(3)
{"formula": "C8H5N2O3S", "method": "wB97M-V/def2-TZVPD", "symbols": ["C", "C", "C", "C", "C", "C", "C", "C", "N", "N", "O", "O", "O", "S", "H", "H", "H", "H", "H"], "positions_angstrom": [[1.6715, -0.6294, 1.1304], [1.3794, -0.9184, -0.1953], [-0.0815, 1.0802, 1.1966], [-0.5373, 0.6036, -0.0061], [1.0213, 0.4466, 1.7510], [-1.6860, 0.8837, -0.9364], [0.2161, -0.3311, -0.6999], [-1.4096, 0.0138, -2.1199], [-0.3015, -0.7011, -1.9331], [1.4472, 0.8653, 3.0898], [-2.5714, -2.5554, -2.8035], [-2.1432, 0.0238, -3.2026], [-2.6170, 1.6924, -0.8354], [-2.3578, -1.5663, -3.8779], [2.4336, -1.0109, 1.7932], [1.9613, -1.6337, -0.6585], [-0.4287, 1.8202, 1.8053], [1.9334, 1.7590, 3.0356], [2.0704, 0.1578, 3.4668]], "charge": -1, "smiles": "Nc1ccc2c(c1)C(=O)C(OS[O-])=N2", "gap_ev": [4.28, 7.10], "lumo_ha": [0.082, 0.120], "total_energy_ha": -1041.26018}

***

(4)
{"formula": "C8H5N2O5Sr", "method": "wB97M-V/def2-TZVPD", "symbols": ["O", "C", "Sr", "O", "C", "C", "O", "C", "O", "C", "O", "H", "N", "C", "C", "N", "C", "H", "H", "H", "H"], "positions_angstrom": [[1.0601, 4.0236, -1.1905], [0.7945, 2.8993, -1.0364], [-0.3966, 0.5747, -0.5942], [-2.3878, 3.4342, -2.0563], [-1.9062, 2.4945, -1.6081], [2.6171, 2.0405, 0.7049], [2.8753, 0.8589, 0.6960], [0.7567, 2.2129, 1.4576], [0.8296, 2.9257, 2.3794], [1.7864, 0.8376, -2.2879], [2.6145, 1.0339, -3.0723], [3.3417, 2.9244, 0.5090], [-1.3059, -3.7117, 0.1408], [-1.8516, -3.4190, 1.3889], [-1.5476, -2.1022, 1.5965], [-0.8308, -1.6201, 0.5048], [-0.7133, -2.6227, -0.3546], [-1.3244, -4.5937, -0.3301], [-2.3888, -4.1093, 2.0227], [-1.7932, -1.4594, 2.4421], [-0.2298, -2.6222, -1.3124]], "charge": 1, "gap_ev": 5.14, "lumo_ha": -0.160, "total_energy_ha": -823.96428}

***

What relative energy (zero: lowest compared OMol25 entry of this formula, charge and spin) values result from the calculations? In sequence: 8.776; 0.000; 0.734; 0.594 eV.